# 1
DFT (ωB97M-V with the def2-TZVPD basis set) results for 11 unconnected molecules or ions with the total composition C72H160F6N11O12S6 in a non-equilibrium geometry.

Structure (XYZ):
```
267
Properties=species:S:1:pos:R:3:mulliken_charge:R:1
C 5.4386 -9.1997 9.5179 -1.389
C 4.5241 -8.3438 8.6259 -0.407
C 3.0973 -8.0721 9.2568 -0.579
N 2.1068 -7.3209 8.3139 0.010
C 2.7189 -6.2340 7.4275 -0.744
C 2.9429 -4.9179 8.1650 -0.806
C 1.7075 -4.4387 8.9944 -0.676
C 1.1383 -5.5707 9.8986 -0.582
C 0.8968 -6.8732 9.1925 -0.664
C 1.5836 -8.3557 7.2788 -1.038
H 4.9177 -10.1203 9.7810 0.354
H 5.6304 -8.7026 10.4688 0.336
H 6.4490 -9.3519 9.1384 0.381
H 4.5292 -8.7650 7.6205 0.371
H 5.0267 -7.3836 8.5098 0.294
H 3.4202 -7.4043 10.0556 0.320
H 2.6033 -8.9148 9.7404 0.506
H 3.5491 -6.6095 6.8294 0.506
H 1.9829 -6.1575 6.6271 0.518
H 3.7561 -4.9247 8.8908 0.303
H 3.3151 -4.1127 7.5316 0.458
H 2.1184 -3.6369 9.6079 0.352
H 1.0256 -4.0267 8.2505 0.332
H 1.7925 -5.6039 10.7698 0.304
H 0.1466 -5.2739 10.2400 0.391
H 0.5722 -7.7248 9.7904 0.428
H 0.0487 -6.6849 8.5342 0.443
H 2.4192 -8.6218 6.6314 0.422
H 0.8029 -7.8631 6.6992 0.516
H 1.1908 -9.2874 7.6858 0.338
C 0.4204 -12.8290 19.3708 -1.450
C -0.8789 -12.0582 19.4377 -0.162
C -1.3644 -11.6668 18.0413 -0.735
N -2.8177 -11.0167 17.9385 0.061
C -2.9313 -9.6916 18.9348 -0.719
C -2.2648 -8.5092 18.2784 -0.624
C -2.8117 -8.1756 16.8604 -0.640
C -2.6035 -9.3952 15.9245 -0.676
C -3.2571 -10.7425 16.4741 -0.700
C -3.7659 -12.0841 18.5128 -1.121
H 0.2036 -13.8010 18.9275 0.362
H 0.7263 -12.9758 20.4066 0.388
H 1.2317 -12.3796 18.7982 0.361
H -0.7258 -11.2122 20.1076 0.300
H -1.6280 -12.6826 19.9246 0.271
H -1.5259 -12.5258 17.3901 0.388
H -0.6977 -11.0427 17.4462 0.490
H -2.5892 -9.8546 19.9568 0.457
H -4.0060 -9.5199 18.9948 0.504
H -1.1981 -8.7331 18.2719 0.285
H -2.3952 -7.6649 18.9554 0.409
H -2.3196 -7.2631 16.5237 0.353
H -3.8829 -7.9762 16.8336 0.320
H -1.5634 -9.6634 15.7390 0.346
H -3.0553 -9.2518 14.9430 0.406
H -2.8805 -11.6933 16.0970 0.423
H -4.3421 -10.7084 16.3759 0.455
H -3.6193 -13.0985 18.1421 0.379
H -4.8338 -11.8680 18.4784 0.388
H -3.6215 -12.0491 19.5926 0.482
C -1.1337 2.1039 18.3566 -1.451
C -1.9933 0.9755 18.9125 -0.027
C -3.3936 1.5757 19.1684 -0.744
N -4.4582 0.5761 19.8038 0.121
C -5.7243 1.3771 20.0335 -0.643
C -6.9315 0.5616 20.5271 -0.629
C -7.2619 -0.5317 19.5496 -0.670
C -5.9801 -1.3935 19.1652 -0.787
C -4.7989 -0.5001 18.7757 -0.565
C -3.9824 0.0417 21.2089 -0.965
H -1.0553 2.9857 18.9925 0.380
H -1.5148 2.3754 17.3722 0.383
H -0.1753 1.6941 18.0378 0.392
H -1.5857 0.6125 19.8560 0.278
H -1.9472 0.2476 18.1024 0.263
H -3.8300 1.9240 18.2322 0.375
H -3.2747 2.3354 19.9408 0.377
H -5.9992 1.7874 19.0618 0.406
H -5.5521 2.1606 20.7714 0.439
H -7.7846 1.2302 20.6429 0.397
H -6.7473 0.2035 21.5400 0.320
H -7.6258 -0.0724 18.6305 0.281
H -7.9743 -1.2717 19.9141 0.364
H -6.1620 -2.0153 18.2887 0.443
H -5.8380 -2.0315 20.0375 0.338
H -5.1215 0.1119 17.9333 0.407
H -3.9042 -1.0612 18.5061 0.402
H -3.0314 -0.4842 21.1242 0.332
H -4.7274 -0.6625 21.5793 0.428
H -3.8613 0.8126 21.9699 0.356
C -9.7437 5.0050 3.5295 -1.501
C -10.7474 3.8384 3.5824 -0.199
C -10.9135 2.9026 4.8793 -0.626
N -11.8045 1.6819 4.5717 0.195
C -13.1942 1.9391 4.0378 -0.780
C -14.0340 0.6402 3.9098 -0.699
C -14.1930 -0.1104 5.2208 -0.704
C -12.7922 -0.3234 5.8087 -0.831
C -11.9293 0.9237 5.8649 -0.481
C -11.0340 0.9080 3.4119 -1.026
H -8.7213 4.7421 3.8009 0.363
H -10.0139 5.8000 4.2244 0.358
H -9.7442 5.3599 2.4989 0.385
H -10.4770 3.2933 2.6780 0.333
H -11.6498 4.3485 3.2454 0.327
H -11.5695 3.4068 5.5889 0.446
H -9.9666 2.5500 5.2883 0.369
H -13.5501 2.6316 4.8006 0.470
H -13.2513 2.5793 3.1575 0.462
H -14.9832 0.9654 3.4839 0.414
H -13.7041 -0.0390 3.1237 0.313
H -14.7548 0.5221 5.9081 0.296
H -14.7659 -1.0249 5.0671 0.378
H -12.7660 -0.7554 6.8091 0.437
H -12.2432 -1.0506 5.2104 0.358
H -12.3789 1.5658 6.6223 0.406
H -10.9826 0.4437 6.1126 0.379
H -11.1937 -0.1624 3.5420 0.371
H -9.9762 1.1664 3.4592 0.423
H -11.3899 1.1567 2.4121 0.361
C -7.2801 5.4388 10.1652 -1.538
C -7.9376 5.4897 11.5278 -0.052
C -8.9872 4.4147 11.7920 -0.808
N -9.6707 4.5309 13.1828 0.191
C -10.5806 3.2859 13.2877 -0.586
C -11.7406 3.4161 14.3074 -0.759
C -12.3848 4.8358 14.4167 -0.696
C -11.3238 5.9571 14.4154 -0.849
C -10.4523 5.8909 13.2334 -0.511
C -8.6286 4.4644 14.3072 -1.162
H -7.9726 5.8049 9.4073 0.371
H -6.9367 4.4360 9.9112 0.388
H -6.4658 6.1632 10.1808 0.388
H -8.2826 6.5211 11.6006 0.217
H -7.1231 5.2511 12.2118 0.292
H -8.5359 3.4226 11.7790 0.530
H -9.7711 4.4127 11.0346 0.409
H -11.0328 3.1832 12.3012 0.423
H -10.0216 2.3650 13.4537 0.444
H -12.4910 2.6686 14.0503 0.389
H -11.4441 3.1042 15.3088 0.397
H -13.0442 5.0374 13.5726 0.298
H -12.9997 4.8826 15.3155 0.387
H -11.9474 6.8506 14.4466 0.416
H -10.7055 6.1013 15.3014 0.328
H -10.9363 6.0590 12.2713 0.419
H -9.7216 6.6920 13.3443 0.379
H -8.0189 5.3667 14.3529 0.333
H -8.1404 3.4902 14.2786 0.352
H -9.3186 4.3542 15.1437 0.609
C 1.0198 5.3269 1.1603 -1.315
C 0.7618 5.9552 2.5479 -0.337
C 1.1018 4.9581 3.7152 -0.780
N 0.5893 5.2882 5.2037 0.031
C 0.9742 4.0240 6.0366 -0.805
C 0.5983 4.1326 7.5645 -0.665
C 1.3132 5.4152 8.1163 -0.610
C 0.8858 6.6920 7.3182 -0.736
C 1.2546 6.5598 5.7725 -0.546
C -0.9015 5.3279 5.0994 -0.965
H 0.5228 5.9636 0.4285 0.374
H 0.5606 4.3420 1.0751 0.367
H 2.0922 5.3929 0.9766 0.346
H -0.2635 6.3250 2.5456 0.304
H 1.3714 6.8399 2.7318 0.368
H 2.1908 4.9216 3.7450 0.369
H 0.8956 3.9152 3.4746 0.555
H 1.9894 3.6780 5.8425 0.477
H 0.3929 3.2247 5.5769 0.504
H 1.0084 3.2686 8.0874 0.364
H -0.4820 4.0503 7.6843 0.329
H 2.4002 5.3619 8.0551 0.290
H 1.0127 5.6096 9.1458 0.377
H 1.4138 7.5633 7.7056 0.400
H -0.1840 6.8794 7.4095 0.341
H 2.3224 6.3611 5.6810 0.340
H 0.8967 7.3578 5.1220 0.466
H -1.2139 4.4715 4.5018 0.356
H -1.0875 6.1552 4.4145 0.337
H -1.3283 5.4154 6.0985 0.464
C 5.3042 0.1472 14.0445 -1.574
C 6.6197 0.7879 13.8742 -0.109
C 7.8160 -0.1571 14.1282 -0.641
N 9.2548 0.4397 14.1640 0.060
C 10.2984 -0.6896 14.5258 -0.698
C 11.7279 -0.2329 14.3458 -0.522
C 11.9439 0.2973 12.9163 -0.728
C 11.0003 1.4673 12.6061 -0.850
C 9.5428 1.0859 12.7728 -0.658
C 9.2980 1.5880 15.1980 -1.027
H 4.5443 0.8795 13.7719 0.401
H 5.1149 -0.2145 15.0552 0.369
H 5.1507 -0.7533 13.4498 0.350
H 6.5284 1.7650 14.3485 0.310
H 6.5837 1.0465 12.8159 0.274
H 7.9056 -0.9626 13.3993 0.436
H 7.7192 -0.5835 15.1267 0.444
H 10.0608 -1.6064 13.9862 0.407
H 9.9702 -0.9572 15.5301 0.493
H 12.4072 -1.0823 14.4185 0.363
H 12.0043 0.4927 15.1107 0.294
H 11.8585 -0.3696 12.0583 0.328
H 12.9769 0.6160 12.7768 0.400
H 11.0842 1.8790 11.6004 0.432
H 11.2232 2.3442 13.2141 0.348
H 9.3147 0.2793 12.0760 0.429
H 8.8720 1.9088 12.5257 0.481
H 8.5899 2.3330 14.8352 0.382
H 10.2824 2.0552 15.2250 0.471
H 9.2038 1.0745 16.1549 0.336
C -12.1638 -9.3030 5.9816 -1.355
C -11.3508 -9.0965 7.2950 -0.468
C -9.8928 -8.8136 7.0395 -0.639
N -8.9218 -8.7799 8.2538 -0.118
C -7.6207 -7.9940 7.8795 -0.682
C -6.8102 -8.6934 6.8465 -0.529
C -6.4591 -10.1144 7.3789 -0.748
C -7.7383 -10.8886 7.7857 -0.718
C -8.5341 -10.1154 8.8597 -0.496
C -9.6176 -7.9768 9.4840 -1.025
H -13.2394 -9.4261 6.1074 0.392
H -11.9180 -10.2386 5.4793 0.359
H -11.9314 -8.5060 5.2753 0.338
H -11.4934 -9.9134 8.0023 0.332
H -11.7596 -8.2551 7.8545 0.373
H -9.9050 -7.8712 6.4920 0.378
H -9.4479 -9.5225 6.3412 0.352
H -7.9502 -7.0032 7.5666 0.492
H -7.0671 -7.7719 8.7917 0.406
H -7.3193 -8.8896 5.9030 0.255
H -5.9545 -8.0539 6.6297 0.442
H -5.7901 -10.6732 6.7245 0.411
H -5.8922 -10.0179 8.3049 0.316
H -8.2437 -11.2475 6.8892 0.301
H -7.3296 -11.7856 8.2511 0.397
H -9.4005 -10.6386 9.2644 0.474
H -7.9824 -9.9193 9.7791 0.497
H -8.8135 -7.8022 10.1988 0.487
H -10.4025 -8.5768 9.9444 0.436
H -10.0562 -7.0028 9.2672 0.342
N -9.3194 -9.7838 17.1148 -0.096
S -9.7158 -8.4384 16.8931 1.002
O -10.8837 -7.9066 17.5538 -0.571
O -9.3116 -7.8928 15.6285 -0.600
F -8.5110 -7.8615 17.8465 -0.369
S -10.6098 -10.4477 16.3252 1.034
O -10.5013 -10.5171 14.8535 -0.559
O -11.9560 -10.4711 16.9823 -0.538
F -10.3193 -12.0039 16.6841 -0.301
N -4.2682 -2.0883 3.8245 -0.198
S -4.2268 -1.7101 5.2503 1.011
O -3.9327 -0.2978 5.4932 -0.612
O -3.9324 -2.6926 6.2809 -0.553
F -5.8403 -1.6709 5.3641 -0.331
S -2.6037 -2.5048 3.8300 1.085
O -2.2113 -3.7161 4.4820 -0.529
O -1.5467 -1.4290 3.7613 -0.601
F -2.6377 -2.9830 2.3030 -0.270
N -5.5393 -0.4323 13.0035 -0.156
S -3.9162 -0.4284 12.5139 1.046
O -3.6442 -0.3694 11.1109 -0.537
O -2.9757 -1.2321 13.2987 -0.573
F -3.5442 1.1004 12.9268 -0.298
S -5.9275 -1.6828 12.3315 0.988
O -5.0858 -2.8420 12.4288 -0.551
O -6.6840 -1.4954 11.0904 -0.607
F -7.0601 -2.0905 13.3988 -0.312
```

Total charge   +5

=====

# 2
DFT (ωB97M-V with the def2-TZVPD basis set) results for 2 unconnected molecules or ions with the total composition C4H12 in a non-equilibrium geometry.

Structure (XYZ):
```
16
Properties=species:S:1:pos:R:3:mulliken_charge:R:1
C 0.4524 -1.2916 0.6481 -0.614
C 1.6567 -1.9987 1.2016 -1.000
H 0.1713 -1.6742 -0.3350 0.272
H -0.4709 -1.3903 1.2248 0.342
H 0.5568 -0.2015 0.6034 0.103
H 2.4525 -2.1823 0.4717 0.288
H 1.4137 -2.9632 1.6409 0.288
H 2.1779 -1.4309 1.9704 0.297
C -0.8751 1.3193 -1.5924 -0.834
C -1.2686 1.9692 -0.2716 -0.762
H 0.1975 1.4209 -1.7351 0.281
H -1.1785 0.2828 -1.5901 0.235
H -1.2026 1.8831 -2.4806 0.326
H -0.8437 1.4034 0.5547 0.215
H -2.3279 1.8628 -0.0669 0.280
H -0.9115 2.9912 -0.2440 0.283
```

Energy relative to the best compared isomer or geometry (same formula, charge and spin)   0.261 eV
Total charge   0
SMILES   CC.CC

=====

# 3
DFT (ωB97M-V with the def2-TZVPD basis set) results for C4H5NO in the gas phase in a non-equilibrium geometry.

Structure (XYZ):
```
11
Properties=species:S:1:pos:R:3:mulliken_charge:R:1
C 0.6702 0.5001 -0.8444 -0.678
C -0.6277 -0.2204 -0.7224 0.010
O -0.5545 -1.5164 -0.1442 -0.160
C -0.2711 -1.4713 1.1459 -0.389
N -0.0331 -0.1782 1.5273 -0.277
C -0.2084 0.7298 0.3573 -0.096
H 1.5891 -0.0584 -0.7043 0.219
H 0.7227 1.3060 -1.5705 0.277
H -1.4531 -0.1318 -1.4203 0.355
H 0.8484 -0.6615 1.8621 0.428
H -0.6824 1.7021 0.5135 0.311
```

Energy relative to the best compared isomer or geometry (same formula, charge and spin)   3.782 eV
Total charge   0

=====

Number 1: orbital gap 6.885 eV. Number 2: orbital gap 12.640 eV. Number 3: orbital gap 10.091 eV.